Density functional theory data (ωB97M-V with the def2-TZVPD basis set) for a 11-piece molecular cluster, C46H95O34P overall in a non-equilibrium geometry.

Each line ends with the Löwdin charge.
Cartesian coordinates (Å):
C (-4.6399, -6.3782, 0.6736)  -0.06
C (-3.2465, -6.6475, 1.2364)  -0.24
O (-2.3394, -5.5235, 1.1441)  -0.20
P (-1.7824, -5.0664, -0.2966)  0.39
O (-1.7864, -6.1394, -1.2954)  -0.22
O (-0.3478, -4.5124, 0.1288)  -0.20
C (0.8149, -5.3613, -0.0849)  -0.24
C (1.9017, -4.9032, 0.9010)  -0.06
O (-2.6597, -3.7887, -0.6031)  -0.16
C (-2.7713, -3.3108, -1.9495)  -0.26
C (-3.9604, -2.4187, -2.1404)  -0.07
H (-4.5689, -6.4827, -0.4092)  0.08
H (-5.4205, -7.0326, 1.0499)  0.08
H (-4.8892, -5.3284, 0.8559)  0.05
H (-3.0805, -6.9846, 2.2532)  0.12
H (-2.8493, -7.3797, 0.5259)  0.10
H (0.4461, -6.3148, 0.2947)  0.12
H (1.2296, -5.2060, -1.0787)  0.11
H (2.8236, -5.4312, 0.6581)  0.08
H (2.0790, -3.8491, 0.6916)  0.07
H (1.5505, -5.1683, 1.8936)  0.08
H (-1.7920, -2.9625, -2.2938)  0.10
H (-2.9078, -4.1526, -2.6409)  0.12
H (-4.1747, -1.5463, -1.5176)  0.06
H (-3.9092, -1.9194, -3.1165)  0.08
H (-4.8809, -3.0046, -2.1643)  0.09
C (3.2912, -0.9473, 1.8260)  -0.07
C (3.3218, 0.3419, 2.6281)  -0.20
O (4.5166, 0.4387, 3.3634)  0.05
C (4.5765, 1.2876, 4.3791)  -0.63
O (3.6574, 1.7095, 5.0184)  0.15
O (5.8477, 1.6344, 4.5601)  0.00
C (6.1450, 2.1887, 5.8186)  -0.06
H (2.6396, -0.9926, 0.9534)  0.06
H (3.1190, -1.8587, 2.3984)  0.06
H (4.2929, -1.0757, 1.3921)  0.09
H (2.3966, 0.3565, 3.2045)  0.13
H (3.2533, 1.1080, 1.8519)  0.11
H (5.9476, 3.2543, 5.9499)  0.10
H (7.1868, 2.0807, 6.1169)  0.09
H (5.5443, 1.6725, 6.5689)  0.10
C (6.0751, -3.1224, 5.8807)  -0.05
C (5.3830, -2.0350, 5.0734)  -0.21
O (4.1232, -2.4532, 4.5498)  0.03
C (3.0820, -2.4469, 5.3464)  -0.64
O (3.0148, -1.9118, 6.4134)  0.14
O (2.0683, -3.0264, 4.7193)  0.00
C (0.7984, -2.8738, 5.3468)  -0.05
H (5.4924, -3.4195, 6.7520)  0.08
H (7.0015, -2.7078, 6.2828)  0.08
H (6.3144, -3.9307, 5.1933)  0.08
H (6.0098, -1.8843, 4.1982)  0.13
H (5.2502, -1.1048, 5.6209)  0.12
H (0.8102, -3.4243, 6.2940)  0.10
H (0.0017, -3.3519, 4.7856)  0.08
H (0.6455, -1.8163, 5.5528)  0.10
C (4.6842, 0.4216, -6.1307)  -0.04
C (3.2151, 0.8162, -6.1052)  -0.20
O (2.5392, 0.1019, -5.0730)  0.02
C (1.8024, -0.9746, -5.2547)  -0.60
O (1.1079, -1.1601, -6.2234)  0.13
O (1.7881, -1.6947, -4.1368)  0.00
C (0.7770, -2.6625, -3.9576)  -0.05
H (5.0821, 0.2883, -5.1286)  0.08
H (5.2995, 1.0069, -6.8040)  0.08
H (4.6357, -0.5956, -6.5436)  0.08
H (2.7567, 0.7864, -7.0923)  0.13
H (3.0814, 1.8497, -5.7803)  0.10
H (0.8861, -3.1824, -3.0078)  0.09
H (0.8181, -3.4468, -4.7220)  0.11
H (-0.2186, -2.2151, -4.0231)  0.09
C (-1.1116, 0.7384, -8.2091)  -0.06
C (-1.2221, 1.7787, -7.1158)  -0.20
O (-2.2927, 2.6514, -7.5179)  0.03
C (-3.0653, 3.2341, -6.5944)  -0.57
O (-2.8701, 3.2988, -5.3971)  0.11
O (-4.0839, 3.8279, -7.2540)  -0.01
C (-5.1313, 4.3735, -6.4451)  -0.04
H (-2.1046, 0.3434, -8.4238)  0.08
H (-0.4305, -0.0882, -8.0118)  0.06
H (-0.7497, 1.1905, -9.1367)  0.08
H (-0.2882, 2.3155, -6.9531)  0.13
H (-1.5052, 1.3059, -6.1742)  0.11
H (-5.6792, 3.5154, -6.0639)  0.10
H (-5.7775, 4.9890, -7.0703)  0.09
H (-4.7512, 5.0996, -5.7270)  0.10
C (-4.9390, -2.5144, 1.8615)  -0.03
C (-3.7253, -2.4850, 2.7395)  -0.17
O (-4.1172, -2.8581, 4.0803)  0.07
C (-3.3118, -2.5690, 5.0648)  -0.62
O (-2.1940, -2.1298, 4.9772)  0.10
O (-3.8894, -2.8753, 6.2091)  0.02
C (-3.2533, -2.5312, 7.4196)  -0.04
H (-5.7626, -1.8758, 2.1527)  0.06
H (-5.3434, -3.5355, 1.8980)  0.07
H (-4.7067, -2.3756, 0.8071)  0.07
H (-3.3257, -1.4637, 2.7630)  0.10
H (-2.8102, -3.0234, 2.4808)  0.12
H (-2.6822, -3.3749, 7.7975)  0.10
H (-4.0312, -2.2459, 8.1212)  0.09
H (-2.5813, -1.6793, 7.3277)  0.09
C (-4.7807, 2.0338, -2.6028)  -0.05
C (-5.8297, 0.9513, -2.3689)  -0.19
O (-5.7462, 0.3704, -1.0812)  0.03
C (-6.1275, 1.0678, -0.0335)  -0.66
O (-6.4615, 2.2053, -0.0404)  0.15
O (-6.0975, 0.2934, 1.0212)  0.00
C (-6.3317, 0.9636, 2.2715)  -0.02
H (-3.8057, 1.7333, -2.2192)  0.04
H (-4.9766, 2.9300, -2.0030)  0.07
H (-4.8033, 2.4418, -3.6124)  0.07
H (-5.7211, 0.1768, -3.1247)  0.12
H (-6.8060, 1.4291, -2.4989)  0.13
H (-7.3418, 1.3544, 2.3879)  0.10
H (-5.6066, 1.7659, 2.3523)  0.08
H (-6.1975, 0.1506, 2.9776)  0.09
C (-3.0318, 3.3604, 0.3773)  -0.03
C (-2.0461, 2.2254, 0.6797)  -0.21
O (-1.5996, 2.2804, 2.0270)  0.05
C (-2.2897, 1.6723, 2.9712)  -0.61
O (-3.1891, 0.9084, 2.8240)  0.13
O (-1.7622, 2.0649, 4.1365)  0.02
C (-2.1641, 1.3218, 5.2783)  -0.04
H (-2.6340, 4.3558, 0.5771)  0.08
H (-3.9874, 3.2051, 0.8735)  0.07
H (-3.1805, 3.3739, -0.7069)  0.06
H (-1.1534, 2.3628, 0.0727)  0.11
H (-2.5463, 1.3089, 0.3631)  0.12
H (-3.0263, 0.6909, 5.0768)  0.08
H (-2.5611, 2.0572, 5.9885)  0.10
H (-1.3899, 0.7852, 5.8183)  0.09
C (1.6748, 4.8614, 0.8033)  -0.04
C (2.4821, 3.6266, 1.2477)  -0.19
O (3.4864, 4.1680, 2.1026)  0.04
C (4.7541, 4.2004, 1.7762)  -0.64
O (5.2317, 3.6480, 0.8171)  0.12
O (5.4301, 4.8990, 2.6587)  0.01
C (6.8648, 4.7206, 2.6704)  -0.01
H (0.6769, 4.5570, 0.4818)  0.07
H (2.1664, 5.3651, -0.0282)  0.07
H (1.5780, 5.5312, 1.6532)  0.08
H (2.9190, 3.0974, 0.4069)  0.08
H (1.8305, 2.9729, 1.8190)  0.12
H (7.1866, 5.2999, 3.5249)  0.09
H (7.1794, 5.2000, 1.7409)  0.10
H (7.1819, 3.6835, 2.6282)  0.10
C (3.4766, 1.8337, -2.1449)  -0.04
C (3.4206, 3.3434, -2.1564)  -0.19
O (3.1382, 3.9114, -3.4586)  0.04
C (4.0743, 3.9011, -4.3867)  -0.66
O (5.2328, 3.6641, -4.2378)  0.14
O (3.5345, 4.3566, -5.5071)  -0.01
C (4.3925, 4.5818, -6.6206)  -0.03
H (4.4182, 1.3991, -2.4773)  0.08
H (2.7537, 1.4443, -2.8730)  0.07
H (3.0966, 1.4427, -1.2009)  0.07
H (4.1769, 3.9339, -1.6438)  0.12
H (2.4598, 3.6008, -1.7008)  0.11
H (4.2768, 3.6782, -7.2300)  0.09
H (5.4049, 4.9043, -6.4095)  0.10
H (3.9173, 5.3304, -7.2586)  0.09
C (-1.3566, 0.7163, -2.6083)  -0.04
C (-0.2460, 0.1345, -1.7749)  -0.20
O (-0.8029, -0.5713, -0.6539)  0.04
C (-0.0900, -0.5611, 0.4877)  -0.58
O (0.8446, 0.1832, 0.7175)  0.09
O (-0.5883, -1.4558, 1.3187)  0.03
C (-0.1368, -1.4036, 2.6631)  -0.01
H (-0.9676, 1.0309, -3.5790)  0.08
H (-1.8061, 1.5503, -2.0686)  0.05
H (-2.1718, 0.0341, -2.8600)  0.07
H (0.5548, 0.8438, -1.5760)  0.11
H (0.3462, -0.6116, -2.3259)  0.11
H (0.9461, -1.5217, 2.7400)  0.07
H (-0.5141, -2.1950, 3.2999)  0.06
H (-0.3969, -0.4236, 3.0623)  0.11

Calculated values
* lowest unoccupied orbital energy: 0.5 eV
* orbital gap: 11.011 eV
* SMILES: CCOP(=O)(OCC)OCC.CCOC(=O)OC.CCOC(=O)OC.CCOC(=O)OC.CCOC(=O)OC.CCOC(=O)OC.CCOC(=O)OC.CCOC(=O)OC.CCOC(=O)OC.CCOC(=O)OC.CCOC(=O)OC


Density functional theory data (ωB97M-V with the def2-TZVPD basis set) for a 5-piece molecular cluster, C18H31O21PS5 overall in a non-equilibrium geometry.

Each line ends with the Löwdin charge.
Cartesian coordinates (Å):
O (4.1173, 1.3899, -2.9689)  -0.35
P (3.9516, 2.3513, -1.7139)  0.78
O (4.4360, 4.0061, -2.1136)  -0.20
O (5.0853, 1.8283, -0.4698)  -0.26
C (6.4721, 1.8538, -0.9686)  -0.25
C (7.3956, 0.6417, -0.2834)  -0.20
C (6.8502, -0.8695, -0.6598)  -0.53
S (7.7673, -1.6171, -2.1438)  0.58
O (2.3213, 2.4543, -1.1105)  -0.22
C (1.3377, 1.8996, -2.0607)  -0.23
O (0.0437, 2.5366, -1.7707)  -0.11
C (-0.9904, 1.5614, -1.3915)  -0.15
C (-2.5157, 1.7791, -2.0381)  0.00
C (-3.8076, 0.8093, -1.6861)  -0.05
C (-3.6355, -0.4520, -0.6523)  -0.04
C (-2.1120, -0.6979, -0.0124)  -0.04
C (-0.8177, 0.2986, -0.3604)  -0.01
H (4.3651, 4.1676, -3.0999)  0.09
H (6.5739, 1.7087, -2.1270)  0.12
H (6.9873, 2.8939, -0.7195)  0.14
H (8.4929, 0.7111, -0.7437)  0.10
H (7.4432, 0.8535, 0.8714)  0.13
H (7.0811, -1.5801, 0.2674)  0.09
H (5.6929, -0.9134, -0.8305)  0.08
H (7.4485, -2.9973, -2.1725)  -0.12
H (1.6683, 2.2827, -3.1415)  0.15
H (1.3199, 0.7303, -2.1005)  0.16
H (-2.7264, 2.6924, -2.7665)  0.09
H (-4.8612, 1.0472, -2.1605)  0.08
H (-4.5673, -1.1179, -0.3965)  0.03
H (-2.0360, -1.6133, 0.7392)  0.08
H (0.2285, 0.0745, 0.1387)  0.10
O (-6.6220, -1.6599, -1.0801)  -0.23
S (-6.3954, -2.6109, -0.0145)  0.68
O (-5.5016, -2.3560, 1.0911)  -0.25
O (-5.9955, -4.0415, -0.6863)  -0.18
C (-6.9298, -5.0379, -0.2746)  -0.17
C (-8.2347, -4.2905, -0.0136)  -0.17
O (-7.8448, -3.0571, 0.5860)  -0.18
H (-6.5512, -5.5019, 0.6418)  0.14
H (-7.0392, -5.8014, -1.0495)  0.14
H (-8.9072, -4.8443, 0.6459)  0.14
H (-8.7520, -4.0614, -0.9513)  0.13
O (12.7076, -2.0877, 0.7661)  -0.23
S (11.7011, -1.2227, 0.1917)  0.67
O (10.2953, -1.3352, 0.5041)  -0.25
O (11.8762, -1.2451, -1.4290)  -0.20
C (12.1165, 0.0800, -1.8997)  -0.17
C (12.8040, 0.8044, -0.7455)  -0.18
O (12.1611, 0.3234, 0.4328)  -0.20
H (11.1504, 0.5389, -2.1335)  0.13
H (12.7355, 0.0582, -2.8006)  0.14
H (12.7099, 1.8904, -0.8202)  0.14
H (13.8637, 0.5344, -0.6861)  0.13
O (-4.6924, -4.2322, 6.7216)  -0.24
S (-5.6989, -3.3672, 6.1473)  0.68
O (-7.1047, -3.4796, 6.4597)  -0.24
O (-5.5238, -3.3896, 4.5266)  -0.20
C (-5.2835, -2.0645, 4.0558)  -0.19
C (-4.5960, -1.3401, 5.2101)  -0.17
O (-5.2389, -1.8210, 6.3883)  -0.20
H (-6.2496, -1.6056, 3.8221)  0.14
H (-4.6645, -2.0863, 3.1549)  0.11
H (-4.6901, -0.2541, 5.1354)  0.14
H (-3.5363, -1.6100, 5.2695)  0.13
O (-9.1331, 2.5272, 0.0033)  -0.23
S (-7.7199, 2.7091, 0.2499)  0.67
O (-6.9873, 1.9435, 1.2315)  -0.24
O (-7.4511, 4.2940, 0.5215)  -0.19
C (-6.5164, 4.7887, -0.4361)  -0.17
C (-6.7033, 3.9182, -1.6758)  -0.18
O (-6.9365, 2.6031, -1.1767)  -0.21
H (-5.5100, 4.6727, -0.0211)  0.13
H (-6.7047, 5.8458, -0.6418)  0.14
H (-5.8287, 3.9326, -2.3306)  0.13
H (-7.5878, 4.2257, -2.2436)  0.13

Calculated values
* lowest unoccupied orbital energy: 0.1 eV
* orbital gap: 8.458 eV
* energy relative to the best compared isomer or geometry (same formula, charge and spin): 302.28 kcal/mol
* SMILES: O=[P@](O)(OCCCS)OCOc1ccccc1.O=S1(=O)OCCO1.O=S1(=O)OCCO1.O=S1(=O)OCCO1.O=S1(=O)OCCO1


Density functional theory data (ωB97M-V with the def2-TZVPD basis set) for a 2-piece molecular cluster, C8H12FN overall in a non-equilibrium geometry.

Each line ends with the Löwdin charge.
Cartesian coordinates (Å):
C (1.8783, 1.4541, 0.5929)  -0.16
C (-0.4503, 1.9684, -1.9594)  0.15
C (-0.0585, 0.7987, -1.4422)  -0.41
C (-0.3661, -2.1238, -0.4940)  -0.06
C (0.6614, -1.2085, 1.6876)  -0.05
C (-1.1422, 0.9939, 0.7202)  -0.03
C (0.4105, -1.0508, 0.1474)  -0.43
C (-0.0592, 0.3272, -0.1353)  -0.20
N (2.6989, 2.0749, 1.1177)  -0.03
F (0.4327, -0.0388, -2.3445)  0.07
H (-0.1161, 2.1456, -2.9849)  0.09
H (-0.7563, 2.8185, -1.2938)  0.10
H (-1.4781, -1.9316, -0.3653)  0.11
H (-0.1627, -3.0790, -0.1696)  0.05
H (-0.3161, -2.0978, -1.6537)  0.12
H (0.9355, -0.1676, 2.2093)  0.11
H (1.3467, -1.9501, 1.8792)  0.04
H (-0.3610, -1.4960, 2.1288)  0.10
H (-1.2725, 0.6171, 1.7146)  0.07
H (-2.2348, 0.9178, 0.3343)  0.14
H (-1.0174, 2.0499, 0.6095)  0.07
H (1.4274, -1.0220, -0.2987)  0.14

Calculated values
* lowest unoccupied orbital energy (spin up / spin down): -1.7 / -1.7 eV
* orbital gap (spin up / spin down): 8.105 / 8.106 eV
* energy relative to the best compared isomer or geometry (same formula, charge and spin): 95.56 kcal/mol


Density functional theory data (ωB97M-V with the def2-TZVPD basis set) for a 2-piece molecular cluster, C3H4BrO3 overall in a non-equilibrium geometry.

Each line ends with the Löwdin charge.
Cartesian coordinates (Å):
C (3.9547, -1.1710, 0.4240)  -0.58
C (0.0066, -0.2603, 0.7074)  -0.32
C (0.1807, 1.1485, 0.2785)  -0.68
O (3.2027, -1.4459, 1.2383)  0.16
O (4.7849, -1.0356, -0.3636)  0.15
O (0.5190, 1.9046, 1.5239)  -0.31
Br (2.1334, 1.0865, -0.6082)  0.36
H (0.9252, -0.8516, 0.9547)  0.02
H (-0.8028, -0.1871, 1.6182)  0.10
H (-0.5772, -0.6861, -0.1913)  0.06
H (0.9570, 2.7113, 1.1480)  0.03

Calculated values
* lowest unoccupied orbital energy: 3.4 eV
* orbital gap: 5.725 eV
* energy relative to the best compared isomer or geometry (same formula, charge and spin): 71.33 kcal/mol
* charge: -1


Density functional theory data (ωB97M-V with the def2-TZVPD basis set) for the molecule C3H6O2S in a non-equilibrium geometry.

Each line ends with the Löwdin charge.
Cartesian coordinates (Å):
O (0.4470, -0.9940, 2.0872)  -0.04
C (0.4913, -0.3629, 0.8202)  -0.38
C (-0.8023, -0.0287, 0.0508)  -0.60
S (-0.7970, 1.5814, -0.5457)  0.81
C (0.1450, -1.0209, -0.4563)  -0.34
O (1.1592, -0.8495, -1.4761)  -0.08
H (0.9023, -1.8718, 1.7004)  0.17
H (1.1682, 0.3835, 0.8045)  0.10
H (-1.6806, -0.4751, 0.5360)  0.12
H (-0.3653, 2.0279, 0.6368)  -0.10
H (-0.1308, -2.0553, -0.1009)  0.17
H (1.0060, -0.0883, -2.2222)  0.17

Calculated values
* lowest unoccupied orbital energy: 0.6 eV
* orbital gap: 9.709 eV
* energy relative to the best compared isomer or geometry (same formula, charge and spin): 82.20 kcal/mol
* SMILES: O[C@@H]1C(S)[C@H]1O